No. 1
{
  "formula": "C42H42AsIrN3O3P2",
  "method": "the ωB97M-V functional and the def2-TZVPD basis",
  "homo_ev": -10.0,
  "charge": 1,
  "energy_ha": -5038.36813,
  "symbols": ["Ir", "O", "C", "C", "C", "C", "C", "C", "C", "N", "N", "C", "O", "C", "C", "C", "C", "C", "C", "H", "H", "H", "H", "H", "H", "H", "H", "H", "H", "C", "N", "P", "C", "C", "C", "C", "C", "C", "C", "C", "C", "C", "C", "C", "P", "C", "C", "C", "C", "C", "C", "C", "C", "C", "C", "C", "C", "H", "H", "H", "H", "H", "H", "H", "H", "H", "H", "H", "H", "H", "H", "H", "H", "H", "H", "H", "H", "H", "H", "H", "C", "As", "C", "C", "O", "H", "H", "H", "H", "H", "H", "H", "H", "H"],
  "positions_angstrom": [[0.50842, 0.15417, -0.24112], [0.68536, 1.70669, 1.08540], [-0.26870, 2.01681, 1.93850], [-0.04062, 3.17954, 2.70642], [-0.92933, 3.61042, 3.66116], [-2.10626, 2.89970, 3.91436], [-2.35505, 1.76786, 3.18035], [-1.47445, 1.29893, 2.18215], [-1.89241, 0.08042, 1.52078], [-1.25263, -0.50906, 0.57679], [-1.66634, -1.76132, 0.15646], [-0.87378, -2.19286, -0.80000], [0.06379, -1.48358, -1.34424], [-1.06056, -3.56730, -1.31333], [-2.23633, -4.27437, -1.07114], [-2.36601, -5.57395, -1.53363], [-1.32576, -6.17165, -2.23328], [-0.15378, -5.46817, -2.47568], [-0.01869, -4.16663, -2.01891], [0.87497, 3.72289, 2.50855], [-0.71071, 4.51057, 4.22162], [-2.80649, 3.23680, 4.66510], [-3.25849, 1.19709, 3.36353], [-2.81170, -0.39385, 1.86026], [-3.04153, -3.79385, -0.53223], [-3.28124, -6.12177, -1.35233], [-1.43185, -7.18642, -2.59407], [0.65497, -5.93498, -3.02283], [0.88628, -3.60181, -2.19937], [1.66269, 3.54314, -1.41674], [1.63844, 2.22528, -2.11586], [0.05849, 1.47080, -2.05131], [-1.18224, 2.71318, -2.41464], [-0.96715, 3.62701, -3.44750], [-1.97175, 4.51296, -3.78925], [-3.18514, 4.49031, -3.10785], [-3.39655, 3.58558, -2.08064], [-2.39172, 2.69311, -1.73027], [0.07517, 0.38898, -3.52823], [-0.88811, -0.62999, -3.52272], [-1.04081, -1.44838, -4.62455], [-0.14575, -1.32745, -5.69319], [0.82331, -0.34054, -5.68079], [0.92040, 0.54574, -4.60274], [2.41443, 0.93780, -1.20794], [3.33987, -0.15214, -2.29343], [3.37010, -1.49824, -1.94145], [4.13473, -2.38250, -2.68935], [4.85746, -1.92574, -3.78134], [4.81352, -0.58331, -4.13994], [4.05520, 0.30543, -3.39736], [3.68817, 1.72145, -0.19202], [4.67827, 2.51795, -0.76852], [5.65326, 3.09588, 0.02494], [5.66117, 2.86415, 1.39571], [4.69966, 2.04641, 1.96773], [3.71180, 1.47788, 1.17511], [1.05494, 4.24589, -1.98005], [2.67854, 3.92299, -1.39071], [1.28253, 3.47788, -0.39460], [-0.02218, 3.63975, -3.97736], [-1.81402, 5.22153, -4.59121], [-3.96747, 5.18494, -3.38330], [-4.33688, 3.57570, -1.54650], [-2.54837, 1.98488, -0.92407], [-1.74993, -0.48719, -2.87374], [-1.83680, -2.18023, -4.66288], [-0.24496, -1.97762, -6.55233], [1.50108, -0.23818, -6.51834], [1.66022, 1.33486, -4.60073], [2.77887, -1.84819, -1.10135], [4.15972, -3.43133, -2.42370], [5.45407, -2.61742, -4.36139], [5.36816, -0.23348, -5.00060], [4.00045, 1.34804, -3.68755], [4.69596, 2.68326, -1.83922], [6.41105, 3.72341, -0.42466], [6.42241, 3.32061, 2.01440], [4.71315, 1.85731, 3.03344], [2.94062, 0.85911, 1.61213], [-0.32415, -2.98088, 2.85102], [1.24358, -1.93338, 2.50544], [2.76240, -3.06357, 2.79642], [1.30663, -0.48920, 3.76632], [1.37682, -1.43337, 0.91232], [-0.20957, -3.43789, 3.83399], [-0.41071, -3.74820, 2.08386], [-1.21010, -2.35210, 2.82347], [2.75249, -3.44873, 3.81510], [3.66703, -2.48357, 2.62484], [2.71731, -3.88841, 2.08798], [1.17980, -0.88733, 4.77256], [0.50981, 0.21894, 3.54583], [2.27132, 0.00839, 3.68777]],
  "forces_ev_per_a": [[-0.940, -0.313, -0.411], [0.022, -0.318, -0.019], [-0.117, 0.091, 0.000], [-0.004, -0.027, 0.025], [0.056, 0.025, -0.018], [-0.043, -0.061, -0.032], [-0.021, 0.059, 0.036], [-0.015, 0.064, -0.164], [0.085, -0.084, -0.056], [0.072, 0.288, 0.024], [0.176, -0.127, -0.236], [-0.409, 0.374, 0.201], [0.698, -0.552, 0.329], [0.055, 0.017, -0.036], [0.004, 0.011, -0.020], [-0.010, 0.026, 0.009], [0.007, -0.010, -0.022], [-0.001, -0.017, 0.007], [-0.067, 0.031, 0.007], [0.003, -0.002, 0.011], [0.000, 0.001, -0.002], [0.005, -0.013, 0.010], [-0.017, 0.020, -0.010], [0.049, -0.056, 0.066], [0.013, -0.007, 0.022], [-0.002, 0.002, -0.001], [0.004, -0.001, 0.002], [-0.003, 0.000, 0.000], [-0.007, 0.009, -0.033], [0.028, 0.062, -0.196], [-0.172, -0.109, 0.147], [0.768, -0.401, -0.498], [-0.020, 0.001, 0.310], [-0.078, -0.062, -0.021], [0.002, 0.025, -0.012], [0.004, 0.001, -0.011], [0.021, -0.003, 0.013], [0.024, 0.006, 0.082], [-0.532, 0.041, 0.744], [-1.138, 1.322, -1.116], [0.516, -0.133, -0.137], [-0.142, -0.058, 0.245], [0.093, 0.206, 0.100], [0.329, -0.295, -0.240], [0.318, 0.254, 0.220], [-0.119, 0.127, -0.200], [-0.088, -0.019, -0.021], [0.017, -0.007, 0.001], [-0.004, 0.012, 0.000], [0.000, 0.001, -0.001], [0.002, -0.014, 0.013], [-0.002, -0.065, 0.000], [0.050, -0.079, -0.016], [0.005, 0.002, 0.000], [-0.002, -0.004, 0.003], [0.007, -0.007, -0.017], [-0.062, 0.014, 0.037], [-0.006, -0.003, 0.000], [0.013, -0.007, -0.026], [0.015, 0.009, 0.014], [-0.019, -0.035, -0.046], [0.000, 0.011, 0.007], [0.002, 0.005, 0.002], [-0.009, -0.008, -0.012], [0.022, -0.003, 0.015], [0.342, -0.650, 0.525], [-0.036, 0.040, 0.019], [0.042, -0.025, 0.003], [-0.022, 0.032, -0.011], [0.021, -0.003, -0.033], [0.018, 0.007, 0.003], [0.005, -0.001, 0.005], [-0.010, -0.003, -0.009], [0.000, 0.000, 0.002], [0.015, 0.003, 0.004], [-0.019, 0.026, 0.003], [0.004, -0.003, 0.002], [0.008, -0.011, 0.001], [0.001, 0.009, 0.002], [-0.026, 0.012, 0.002], [0.055, 0.028, -0.007], [0.105, -0.068, 0.064], [-0.080, 0.028, 0.090], [-0.006, -0.056, -0.027], [0.170, 0.407, 0.321], [-0.044, -0.011, -0.005], [0.013, 0.007, -0.009], [0.003, 0.011, -0.005], [0.026, -0.013, -0.005], [-0.007, 0.008, -0.009], [-0.008, 0.006, -0.007], [0.000, -0.005, 0.000], [-0.009, -0.002, 0.017], [-0.001, 0.007, -0.005]],
  "mulliken_charge": [0.91, 0.68, -0.03, -0.96, -0.69, -0.93, -0.99, 1.79, -0.92, 0.61, -0.91, 0.42, -0.15, 0.41, -0.48, -0.76, -0.43, -0.95, -0.17, 0.47, 0.46, 0.41, 0.41, 0.53, 0.46, 0.43, 0.42, 0.44, 0.47, -1.15, 0.13, 0.04, 0.95, -0.53, -0.88, -0.59, -0.78, -0.15, 0.21, -0.34, -0.66, -0.65, -0.79, -0.27, -0.53, 1.29, -0.30, -0.79, -0.65, -0.91, -0.62, 1.15, -0.39, -0.79, -0.70, -0.65, 0.22, 0.49, 0.38, 0.35, 0.47, 0.43, 0.40, 0.47, 0.28, 0.37, 0.49, 0.44, 0.45, 0.41, 0.26, 0.49, 0.42, 0.45, 0.32, 0.40, 0.44, 0.41, 0.46, -0.40, -1.06, 0.62, -1.16, -0.88, -0.30, 0.48, 0.31, 0.31, 0.44, 0.37, 0.36, 0.57, 0.14, 0.27]
}

---

No. 2
{
  "formula": "C3H8N2",
  "method": "the ωB97M-V functional and the def2-TZVPD basis",
  "homo_ev": -8.5,
  "charge": 0,
  "energy_ha": -228.55010,
  "smiles": "C=NNCC",
  "symbols": ["C", "N", "N", "C", "C", "H", "H", "H", "H", "H", "H", "H", "H"],
  "positions_angstrom": [[-2.34670, 0.31677, -0.02101], [-1.40589, -0.41503, -0.56778], [-0.42971, -0.88065, 0.25888], [0.94283, -0.77874, -0.21915], [1.55720, 0.64081, -0.08457], [-2.47619, 0.62295, 1.07850], [-3.12304, 0.63229, -0.66862], [-0.44230, -0.53619, 1.25243], [1.53299, -1.42224, 0.47088], [1.02386, -1.08910, -1.23835], [1.55976, 0.95250, 0.95608], [2.57387, 0.63307, -0.47725], [1.03331, 1.32356, -0.74005]],
  "forces_ev_per_a": [[1.416, -1.173, 0.408], [-1.268, 2.068, 1.745], [0.414, 0.000, 1.185], [0.693, 0.639, 1.442], [-0.208, -0.846, -0.681], [0.714, -0.692, -1.452], [-0.638, 0.193, -0.570], [-0.484, -0.226, -1.208], [-0.295, 0.014, -0.777], [-0.110, -0.532, -0.547], [-0.035, 0.272, 0.000], [0.192, -0.121, 0.265], [-0.392, 0.404, 0.191]],
  "mulliken_charge": [-0.34, -0.43, -0.08, -0.44, -1.06, 0.19, 0.28, 0.27, 0.28, 0.36, 0.32, 0.32, 0.31]
}

---

No. 3
{
  "formula": "C8H11N2",
  "method": "the ωB97M-V functional and the def2-TZVPD basis",
  "homo_ev": -13.4,
  "charge": 1,
  "energy_ha": -420.57276,
  "smiles": "C#[N+][C@H]1N=CC=C(C)[C@@H]1C",
  "symbols": ["C", "N", "C", "N", "C", "C", "C", "C", "C", "C", "H", "H", "H", "H", "H", "H", "H", "H", "H", "H", "H"],
  "positions_angstrom": [[1.06568, -1.20203, 3.03160], [0.79260, -1.71209, 2.02701], [0.02939, -1.79151, 0.73842], [-1.32197, -1.77150, 1.05409], [-1.82983, -0.65275, 1.29147], [-1.20731, 0.58882, 1.10059], [-0.23076, 0.67680, 0.17519], [0.25092, 1.94903, -0.42003], [0.49397, -0.57813, -0.26006], [0.12548, -0.79570, -1.79977], [1.32945, -0.96355, 4.04432], [0.21428, -2.76505, 0.38286], [-2.77223, -0.66530, 1.74524], [-1.82266, 1.46576, 1.44708], [0.96973, 2.46844, 0.18235], [-0.58985, 2.57265, -0.61138], [0.80766, 1.92378, -1.34169], [1.66696, -0.46402, -0.12972], [0.29988, 0.18428, -2.28227], [-0.94962, -1.09404, -1.92778], [0.86166, -1.52786, -2.09691]],
  "forces_ev_per_a": [[-0.462, -1.962, -2.013], [0.374, 2.372, 2.091], [0.805, 1.333, -2.281], [-0.625, -2.197, 0.585], [0.194, 0.240, 0.884], [-0.643, 2.769, -0.564], [1.435, -0.308, 0.679], [0.027, 0.245, -0.183], [0.630, -0.571, 0.756], [0.000, 0.212, 1.770], [0.109, 0.286, 0.044], [0.948, -0.995, -0.753], [-1.737, 0.052, 0.199], [1.047, -0.715, -0.552], [0.098, 0.323, 1.013], [-0.585, 0.820, 0.055], [-0.023, -0.808, -0.553], [-2.391, -0.052, -0.416], [-0.071, -0.826, 0.013], [1.175, 0.076, 0.093], [-0.306, -0.295, -0.870]],
  "mulliken_charge": [0.23, -0.01, -0.14, -0.60, -0.19, -0.72, 0.80, -1.56, 0.11, -1.15, 0.44, 0.38, 0.53, 0.37, 0.34, 0.42, 0.37, 0.31, 0.36, 0.32, 0.39]
}

---

No. 4
{
  "formula": "C24H17BaBrN5O",
  "method": "the ωB97M-V functional and the def2-TZVPD basis",
  "homo_ev": -9.8,
  "charge": 1,
  "energy_ha": -3873.15812,
  "symbols": ["Ba", "Br", "C", "C", "C", "C", "C", "C", "N", "N", "C", "C", "C", "C", "O", "C", "N", "C", "C", "C", "C", "H", "H", "H", "H", "H", "H", "H", "H", "H", "N", "C", "C", "C", "C", "C", "C", "C", "C", "N", "C", "H", "H", "H", "H", "H", "H", "H", "H"],
  "positions_angstrom": [[2.83930, -0.09931, 0.30283], [-0.73896, 5.22783, -6.55131], [-1.80149, 4.26746, -5.32229], [-2.87881, 3.52782, -5.78146], [-3.65864, 2.83180, -4.86929], [-3.32496, 2.84221, -3.52602], [-2.26555, 3.60740, -3.06853], [-1.50155, 4.32941, -3.96801], [-4.21543, 2.16164, -2.61309], [-3.75779, 1.38967, -1.77809], [-2.35798, 1.04073, -1.78502], [-1.68246, 0.62288, -2.89373], [-0.36114, 0.14632, -2.80596], [0.31192, 0.10119, -1.61012], [1.55944, -0.34148, -1.48164], [-0.37680, 0.56960, -0.44186], [0.31913, 0.60407, 0.74212], [-0.31554, 0.97759, 1.83012], [-1.67098, 1.34214, 1.85747], [-2.36501, 1.35297, 0.68321], [-1.71993, 0.98288, -0.51946], [-3.11893, 3.51036, -6.83486], [-4.52289, 2.27086, -5.19877], [-2.04584, 3.65317, -2.00862], [-0.68105, 4.94156, -3.62301], [-2.17261, 0.63803, -3.85755], [0.14613, -0.20831, -3.69228], [0.26649, 0.99732, 2.74765], [-2.13895, 1.61257, 2.79231], [-3.40982, 1.63097, 0.65188], [3.47886, -0.35991, 3.07643], [3.04870, -1.60611, 3.68840], [3.08967, -1.77823, 5.04203], [2.68642, -2.98868, 5.64549], [2.26158, -4.02518, 4.87237], [2.19012, -3.87771, 3.46635], [1.71235, -4.91508, 2.63140], [1.60923, -4.71629, 1.28887], [1.99071, -3.46439, 0.77344], [2.45843, -2.47928, 1.50526], [2.56692, -2.66147, 2.85990], [3.37106, 0.38748, 3.75967], [4.48075, -0.41242, 2.90002], [3.44974, -0.96977, 5.66666], [2.73398, -3.08768, 6.71990], [1.96231, -4.96407, 5.31623], [1.42264, -5.85775, 3.07762], [1.23708, -5.48146, 0.62445], [1.89017, -3.27335, -0.29112]],
  "forces_ev_per_a": [[1.535, 0.479, 0.583], [0.033, 0.037, -0.034], [-0.023, -0.045, 0.051], [0.008, -0.012, 0.026], [0.027, 0.021, -0.064], [-0.519, 0.151, -0.071], [0.076, 0.278, 0.038], [-0.016, -0.007, -0.021], [-0.011, 0.481, -0.546], [0.473, -0.473, 0.407], [-0.235, -0.215, 0.408], [0.212, -0.300, -0.094], [-0.194, -0.053, -0.196], [0.271, -0.056, 0.074], [-1.285, 0.022, -1.043], [0.080, 0.047, 0.120], [-0.461, -0.034, -0.206], [0.034, 0.032, 0.117], [0.083, -0.016, 0.025], [-0.066, -0.008, -0.106], [-0.121, 0.087, 0.005], [0.008, -0.001, -0.011], [-0.023, -0.005, -0.001], [0.009, 0.018, -0.048], [0.027, 0.013, 0.001], [0.046, -0.044, -0.001], [0.005, 0.009, -0.041], [-0.025, -0.013, 0.002], [0.005, 0.010, 0.025], [-0.011, 0.021, -0.006], [-0.046, -0.172, 0.421], [0.035, 0.053, -0.159], [-0.029, -0.036, 0.065], [0.033, 0.061, -0.040], [-0.003, 0.034, -0.067], [-0.073, -0.059, 0.055], [0.005, -0.016, 0.054], [0.015, 0.069, -0.018], [-0.028, -0.039, -0.057], [0.082, -0.197, 0.366], [0.015, 0.059, -0.063], [0.010, -0.088, -0.091], [0.032, -0.052, 0.084], [0.015, 0.008, 0.020], [0.001, 0.005, 0.036], [-0.015, -0.047, 0.018], [-0.003, -0.014, 0.018], [-0.002, -0.009, -0.018], [0.014, 0.019, -0.019]],
  "mulliken_charge": [1.72, -0.16, 0.06, -0.46, -0.33, -0.01, 0.16, -0.58, -0.63, -0.26, -0.12, -0.19, -0.68, 1.03, -1.15, -0.15, -0.57, -0.33, -0.77, -0.55, 0.89, 0.43, 0.44, 0.43, 0.43, 0.50, 0.43, 0.42, 0.40, 0.53, -0.45, 0.82, -0.54, -0.71, -0.96, 1.12, -0.48, -0.71, -0.26, -0.40, -0.38, 0.28, 0.30, 0.37, 0.40, 0.40, 0.43, 0.40, 0.45]
}

---

Here are the calculated LUMO level numbers, same order: -2.20; 1.18; -4.91; -3.19 (eV).
Here are the calculated energy relative to the best compared isomer or geometry (same formula, charge and spin) numbers, same order: 0.000; 2.682; 3.461; 0.000 (eV).